[1]
111
Properties=species:S:1:pos:R:3:mulliken_charge:R:1 method="wB97M-V/def2-TZVPD" spin_multiplicity=1 homo_lumo_gap_ev=5.59 charge=+1 largest_force_ev_per_a=0.5 homo_energy_ev=-10.0617
Sc -0.77229 -1.00381 0.54128 0.09
C 6.75670 0.35042 0.43905 -1.66
C 5.78844 0.96184 1.46603 1.88
C 6.34320 0.77332 2.88682 -1.65
C 5.66236 2.45733 1.18246 -2.11
C 4.44727 0.25612 1.36036 -0.44
C 3.30528 0.87923 1.02001 -1.07
C 2.08309 0.12287 0.95302 -0.11
N 0.90653 0.50373 0.59258 0.12
C 0.38008 1.75169 0.27372 -1.03
C 1.07448 2.80998 -0.31054 -0.22
C 0.42911 4.01218 -0.51093 -1.43
C -0.90756 4.10749 -0.08807 0.46
C -1.64006 3.07564 0.48562 -0.75
C -0.98423 1.83938 0.66719 1.63
O -1.54897 0.76752 1.20637 -1.30
C -3.10413 3.25474 0.88759 2.45
C -3.61791 4.66734 0.60564 -2.39
C -3.27111 2.98552 2.39078 -1.75
C -3.96220 2.26823 0.07990 -1.37
C 1.16667 5.16543 -1.19297 2.00
C 0.32897 6.44407 -1.23549 -2.24
C 1.50868 4.76039 -2.63375 -1.62
C 2.46436 5.46818 -0.43019 -1.57
C 2.06881 -1.29819 1.45999 1.59
O 0.96500 -1.82930 1.65747 -0.81
C 3.33629 -1.96796 1.70941 -0.44
C 4.43243 -1.18309 1.64464 -0.21
C 3.36240 -3.45926 2.02178 2.34
C 2.63115 -3.73249 3.34597 -1.68
C 4.79936 -3.96373 2.15843 -2.25
C 2.68883 -4.23154 0.87512 -1.58
H 7.73188 0.83171 0.52612 0.48
H 6.90614 -0.71877 0.59219 0.32
H 6.38998 0.50184 -0.57739 0.37
H 7.27539 1.33061 2.98826 0.46
H 5.64090 1.14815 3.63349 0.36
H 6.56115 -0.27033 3.11662 0.35
H 6.63664 2.93303 1.29529 0.49
H 5.32112 2.64337 0.16171 0.39
H 4.97454 2.94547 1.87595 0.44
H 3.27430 1.93587 0.80937 1.18
H 2.08547 2.66409 -0.66398 1.37
H -1.40966 5.05121 -0.22987 0.72
H -3.06077 5.42374 1.16179 0.48
H -3.57669 4.91506 -0.45718 0.44
H -4.66120 4.73191 0.91795 0.45
H -2.69344 3.70609 2.97341 0.40
H -4.32152 3.09391 2.66976 0.47
H -2.94107 1.98352 2.65483 0.22
H -3.87459 2.48023 -0.98941 0.33
H -3.63950 1.24469 0.25521 -0.08
H -5.01323 2.36756 0.36233 0.57
H -0.58580 6.31183 -1.81640 0.42
H 0.05789 6.78213 -0.23333 0.40
H 0.90570 7.23926 -1.70948 0.43
H 0.60100 4.54858 -3.20222 0.35
H 2.04650 5.56652 -3.13672 0.44
H 2.13878 3.86949 -2.66105 0.31
H 2.25197 5.73957 0.60546 0.33
H 3.14046 4.61063 -0.42386 0.29
H 2.99212 6.29940 -0.90127 0.50
H 5.39594 -1.63057 1.83941 0.47
H 3.09906 -3.18548 4.16697 0.37
H 1.58059 -3.45534 3.29547 0.21
H 2.69017 -4.79768 3.57606 0.47
H 5.32134 -3.49251 2.99398 0.44
H 4.78148 -5.03701 2.34825 0.43
H 5.37515 -3.80065 1.24473 0.42
H 1.65025 -3.93692 0.73453 0.14
H 3.21983 -4.07052 -0.06537 0.35
H 2.71502 -5.29965 1.09781 0.51
Cl 0.48102 -4.60467 -2.75385 -0.22
C -0.71897 -4.72524 -1.52152 0.67
C -1.48191 -5.90350 -1.41806 -0.53
C -2.44647 -6.03749 -0.46248 0.69
Cl -3.37001 -7.49940 -0.36516 -0.26
C -2.70078 -4.98317 0.44978 0.15
C -3.67820 -5.01065 1.46660 -0.85
C -3.84983 -3.92449 2.28186 -1.11
C -3.04334 -2.79507 2.08991 -0.57
N -2.11669 -2.73562 1.15452 0.68
C -1.92588 -3.81137 0.32991 -0.05
C -0.90667 -3.65541 -0.66733 0.10
O -0.23520 -2.53652 -0.71035 -0.73
H -1.29139 -6.70958 -2.11317 0.52
H -4.28652 -5.89663 1.58939 0.46
H -4.59197 -3.92241 3.06694 0.46
H -3.16300 -1.91745 2.71557 0.60
C -2.09139 -0.91808 -5.61160 -1.21
C -3.34201 -0.48877 -4.85199 -0.37
C -3.04059 0.03295 -3.45031 -0.62
S -2.48790 -1.27105 -2.33927 0.62
O -2.00806 -0.46690 -1.12188 -0.30
C -4.07134 -1.98856 -1.86015 -0.71
C -4.91498 -1.14625 -0.91666 0.50
C -6.16097 -1.91260 -0.48655 -1.59
H -2.34914 -1.29448 -6.60036 0.39
H -1.55000 -1.70698 -5.08681 0.31
H -1.41099 -0.07505 -5.74181 0.31
H -4.05859 -1.31369 -4.80238 0.20
H -3.85204 0.31059 -5.39208 0.42
H -3.88689 0.53627 -2.98292 0.16
H -2.19585 0.72502 -3.45538 0.56
H -3.82170 -2.95256 -1.40976 0.05
H -4.58351 -2.20332 -2.80245 0.83
H -5.19710 -0.20473 -1.39139 0.24
H -4.31444 -0.88248 -0.04499 -0.28
H -6.78619 -2.16971 -1.34300 0.39
H -6.76284 -1.31705 0.19896 0.43
H -5.89197 -2.84120 0.02149 0.27

***

[2]
113
Properties=species:S:1:pos:R:3:mulliken_charge:R:1 method="wB97M-V/def2-TZVPD" spin_multiplicity=2 homo_lumo_gap_ev="6.62 / 5.00" s2=0.7702 charge=+2 largest_force_ev_per_a=2.2 homo_energy_ev="-13.2316 / -13.2592"
Pb 1.02031 0.70244 -0.22052 0.98
C 3.12471 -3.71236 2.61918 -1.64
C 1.90521 -2.80776 2.40708 1.27
C 1.10211 -2.67776 3.70258 -1.91
C 1.08211 -3.35296 1.26778 0.96
C 0.36021 -4.53076 1.44598 0.00
C -0.41699 -5.06566 0.43648 -1.65
C -0.42389 -4.45496 -0.80662 -0.56
C 0.39521 -3.32466 -1.08662 -0.23
C 0.80241 -3.20916 -2.54232 0.50
C 1.87441 -4.29756 -2.70692 -1.49
C 1.33651 -1.87366 -3.04562 -1.12
C 1.12181 -2.74326 -0.00322 -0.23
N 1.91041 -1.61446 -0.18632 1.15
C 3.23511 -1.77646 -0.32042 -0.27
O 3.79071 -2.86246 -0.39602 -0.72
C 4.03821 -0.51526 -0.41312 0.19
C 5.41571 -0.59626 -0.59302 -0.85
C 6.14781 0.57874 -0.63762 -0.72
C 5.48821 1.79244 -0.51682 -0.74
C 4.10791 1.78024 -0.35182 -0.21
N 3.41931 0.64974 -0.29402 0.14
C 3.35381 3.06504 -0.21802 -0.01
O 3.93141 4.13814 -0.20222 -0.69
N 2.02091 2.93064 -0.16222 1.26
C 1.14161 3.96924 0.00508 -0.18
C 0.44891 4.49644 -1.12012 0.84
C -0.40749 5.56314 -0.92742 -0.84
C -0.61109 6.09814 0.33738 -1.38
C 0.03201 5.55624 1.44248 -0.72
C 0.89421 4.48724 1.30418 0.84
C 1.62831 3.91094 2.48268 1.58
C 2.85021 4.78534 2.78638 -1.65
C 0.74691 3.77744 3.71998 -2.00
C 0.75511 3.96414 -2.49192 1.49
C 2.01061 4.68424 -3.00992 -1.56
C -0.38919 4.13824 -3.48962 -1.94
H 3.77141 -3.29856 3.38718 0.48
H 3.69101 -3.79406 1.69618 0.35
H 2.82201 -4.70926 2.92758 0.38
H 2.26041 -1.81036 2.12018 -0.53
H 0.84091 -3.64676 4.11688 0.40
H 0.18371 -2.11266 3.54788 0.30
H 1.70511 -2.16546 4.44758 0.48
H 0.42541 -5.05366 2.38748 0.46
H -0.96989 -5.97876 0.59658 0.52
H -0.91529 -4.94436 -1.63942 0.60
H -0.07139 -3.47746 -3.15262 0.59
H 2.69731 -4.11546 -2.01862 0.25
H 2.26171 -4.29296 -3.72062 0.47
H 1.46641 -5.28266 -2.49612 0.42
H 2.33031 -1.67976 -2.65752 0.23
H 0.67941 -1.04536 -2.78012 -0.10
H 1.40791 -1.91506 -4.12892 0.54
H 5.86411 -1.57456 -0.68642 0.62
H 7.21731 0.54744 -0.76382 0.47
H 5.99681 2.74374 -0.54582 0.58
H -0.89739 6.01784 -1.77262 0.50
H -1.26599 6.94654 0.46298 0.46
H -0.13349 5.99864 2.41118 0.47
H 1.97571 2.90544 2.19058 -0.67
H 2.52751 5.77994 3.08128 0.40
H 3.48531 4.88244 1.91078 0.34
H 3.42911 4.35454 3.59848 0.45
H 0.60471 4.73834 4.20158 0.52
H 1.22471 3.12854 4.45178 0.52
H -0.22819 3.36884 3.46678 0.26
H 0.98411 2.89204 -2.39642 -0.29
H 1.80541 5.74514 -3.12612 0.40
H 2.30051 4.28044 -3.97622 0.44
H 2.84211 4.58024 -2.31942 0.30
H -0.45569 5.16734 -3.82892 0.46
H -1.34449 3.85424 -3.05422 0.43
H -0.20879 3.52094 -4.36522 0.43
N -3.18499 2.84304 -0.74062 0.15
C -3.13149 3.02544 0.60838 -1.46
C -2.06899 2.29034 1.04388 -0.31
N -1.47969 1.66764 -0.01592 0.76
C -2.17609 2.02074 -1.07352 -1.11
H -3.86519 3.26104 -1.35852 0.28
H -3.83519 3.63534 1.13448 0.54
H -1.69669 2.17004 2.04088 0.49
H -1.96589 1.70054 -2.07432 0.55
C -4.69939 -4.79016 2.02638 -1.64
C -3.39209 -4.16406 1.56228 0.45
C -3.37139 -2.64776 1.72408 -0.75
C -2.07229 -2.03496 1.21718 0.14
Ge -1.75919 -2.18486 -0.77342 1.55
C -3.08459 -2.77256 -2.18682 -0.66
C -4.02899 -1.62756 -2.53712 -0.80
C -4.85629 -1.16896 -1.33952 0.72
C -5.87629 -0.09776 -1.69852 -1.64
H -4.63669 -5.87256 1.98328 0.45
H -5.52879 -4.47516 1.40018 0.32
H -4.92399 -4.50986 3.05068 0.36
H -3.23799 -4.40226 0.50298 -0.06
H -2.56469 -4.59246 2.12988 0.11
H -3.47859 -2.39236 2.78198 0.63
H -4.22569 -2.22346 1.19618 0.20
H -1.22759 -2.51056 1.71218 -0.53
H -2.03739 -0.96586 1.42918 0.47
H -1.05239 -0.91206 -1.30642 -1.01
H -3.64789 -3.62646 -1.81562 0.52
H -2.52419 -3.08666 -3.06922 0.44
H -4.69899 -1.97316 -3.32472 0.56
H -3.46069 -0.78066 -2.93232 0.17
H -4.16569 -0.77286 -0.57912 -0.27
H -5.37909 -2.02966 -0.91602 0.30
H -5.39259 0.78224 -2.11222 0.25
H -6.43469 0.20314 -0.81642 0.42
H -6.58349 -0.47406 -2.43222 0.42
S 1.03601 0.55554 3.63408 0.06
C 1.15611 0.72574 2.13628 0.06

***

[3]
116
Properties=species:S:1:pos:R:3:mulliken_charge:R:1 method="wB97M-V/def2-TZVPD" spin_multiplicity=2 homo_lumo_gap_ev="4.13 / 6.13" s2=0.7655 charge=-1 largest_force_ev_per_a=1.7 homo_energy_ev="-1.8797 / -3.8810"
Sc 0.36922 0.02102 -0.32580 -1.59
C 0.84312 2.53563 6.29848 -1.57
C 1.00733 2.06318 4.87191 0.39
O 1.37652 0.67117 4.90268 -0.47
P 1.88058 -0.01816 3.52321 0.96
S 0.24738 0.06787 2.34670 -0.21
S 3.59567 0.69247 2.95092 -0.52
O 2.06366 -1.52742 4.05662 -0.48
C 0.93100 -2.27414 4.52894 0.47
C 1.44732 -3.57174 5.10464 -1.49
H 0.51411 3.57681 6.30463 0.40
H 1.79236 2.46170 6.83275 0.35
H 0.10159 1.92668 6.81894 0.33
H 1.79281 2.63065 4.36603 0.32
H 0.07891 2.17885 4.30697 -0.02
H 0.24109 -2.44721 3.70081 -0.07
H 0.40167 -1.69564 5.28880 0.30
H 2.01356 -4.12853 4.35490 0.25
H 0.60985 -4.18615 5.44287 0.40
H 2.10280 -3.37240 5.95373 0.37
O 1.59344 1.86742 -0.65673 0.65
C 2.54985 2.73993 -1.25100 -0.62
C 2.18464 3.12381 -2.68021 -1.12
C 1.31308 2.06033 -3.34461 -1.05
C 1.93627 0.68239 -3.34098 0.11
C 2.96243 0.39209 -4.20161 -0.39
C 3.46762 -0.92588 -4.32684 -1.53
C 2.81456 -1.93061 -3.55339 -0.36
C 1.81570 -1.58057 -2.69685 -0.71
N 1.36482 -0.27980 -2.50212 2.73
H 0.71518 2.31348 -0.59319 -0.23
H 3.50387 2.22030 -1.22645 0.49
H 2.65266 3.62804 -0.62799 0.51
H 3.10944 3.23979 -3.24792 0.49
H 1.66434 4.08718 -2.69947 0.40
H 1.12372 2.37175 -4.37609 0.76
H 0.34116 2.00431 -2.84615 -0.33
H 3.36007 1.19100 -4.82495 0.43
H 4.26753 -1.16453 -5.01628 0.34
H 3.08976 -2.97676 -3.64353 0.44
H 1.31380 -2.35166 -2.12061 -0.31
C 0.01361 4.88876 -0.15765 -1.32
C 0.18716 4.08877 1.13932 2.47
C 0.89164 4.94018 2.19652 -1.99
C -1.14836 3.53431 1.59334 0.90
C -1.90980 4.25852 2.50433 -0.21
C -3.13412 3.79635 2.96107 -1.33
C -3.55201 2.54057 2.55740 -0.37
C -2.81075 1.77659 1.65954 0.62
C -3.25113 0.33331 1.41839 2.45
C -3.32425 -0.44364 2.74410 -1.49
C -4.60068 0.23656 0.69802 -1.91
C -1.63986 2.31989 1.07150 -1.69
N -1.02366 1.68964 -0.04856 1.48
C -2.00449 1.29976 -1.01050 -1.46
C -2.06543 0.11259 -1.62792 -0.35
N -1.22645 -0.97519 -1.38544 1.39
C -1.44490 -2.10170 -2.20935 -0.03
C -1.57020 -1.98394 -3.62724 0.80
C -1.89093 -3.09379 -4.39680 -0.89
C -2.05991 -4.34827 -3.84725 -1.48
C -1.91630 -4.47412 -2.48190 -1.08
C -1.62715 -3.39265 -1.64669 0.77
C -1.56878 -3.81501 -0.16943 0.48
C -0.24663 -4.55005 0.09525 -1.57
C -1.83426 -2.77870 0.91770 -1.29
C -1.30733 -0.70617 -4.41839 1.96
C -0.32498 -0.96086 -5.56707 -1.58
C -2.59953 -0.10877 -4.99156 -1.66
H 0.95978 5.32923 -0.48803 0.41
H -0.69604 5.70345 0.01133 0.40
H -0.38728 4.26396 -0.96384 0.17
H 0.84207 3.23983 0.96950 -0.55
H 0.40940 5.91194 2.32877 0.42
H 1.92395 5.12288 1.88765 0.44
H 0.91335 4.43039 3.16266 0.20
H -1.54074 5.21370 2.86321 0.25
H -3.73336 4.39115 3.64006 0.41
H -4.47068 2.12973 2.96551 0.31
H -2.49673 -0.15526 0.80516 -1.26
H -4.04072 0.01043 3.43450 0.44
H -2.34834 -0.47459 3.23044 0.12
H -3.64858 -1.47246 2.55088 0.43
H -5.40100 0.62195 1.33867 0.40
H -4.83076 -0.80737 0.45876 0.37
H -4.59612 0.80628 -0.23215 0.34
H -2.81399 1.99941 -1.18488 0.55
H -2.90663 -0.04878 -2.28844 0.31
H -1.98302 -2.97817 -5.47202 0.25
H -2.30104 -5.20556 -4.46319 0.37
H -2.07109 -5.44711 -2.02400 0.41
H -2.36628 -4.55428 -0.06510 0.75
H 0.60405 -3.90680 -0.13594 0.13
H -0.16035 -5.43678 -0.53405 0.49
H -0.17378 -4.86125 1.14383 0.46
H -1.06387 -2.02549 0.97707 -0.32
H -1.87927 -3.28196 1.88957 0.60
H -2.78310 -2.26231 0.75487 0.02
H -0.84753 0.02364 -3.76163 -0.95
H -0.78030 -1.56847 -6.35870 0.49
H 0.57137 -1.47375 -5.21803 0.22
H -0.02477 -0.00949 -6.01891 0.42
H -3.07435 -0.81654 -5.67908 0.34
H -2.38137 0.80979 -5.54530 0.41
H -3.32339 0.13063 -4.21032 0.33
Br 6.31042 -3.46477 0.80672 -0.21
C 4.69940 -2.51712 0.55975 -0.42
C 3.54770 -2.93412 1.19091 -0.83
C 2.38933 -2.22401 0.95018 -1.14
N 2.31797 -1.17494 0.13524 1.95
C 3.45114 -0.77862 -0.44131 -0.28
C 4.66516 -1.41112 -0.26054 -0.88
H 3.54736 -3.76943 1.87434 0.49
H 1.47340 -2.50709 1.45098 0.89
H 3.38088 0.07258 -1.10401 -0.13
H 5.55276 -1.04297 -0.75356 0.51

***

Q: Among the records above, which one has the highest charge?
A: C43H60GeN5O2PbS

***

Q: The highest charge belongs to which entry?
A: C43H60GeN5O2PbS